{
  "formula": "C58H100BrClO16",
  "method": "ωB97M-V/def2-TZVPD",
  "symbols": ["C", "C", "C", "Br", "C", "C", "C", "C", "C", "C", "C", "O", "C", "Cl", "C", "O", "C", "C", "C", "C", "C", "C", "C", "O", "H", "H", "H", "H", "H", "H", "H", "H", "H", "H", "H", "H", "H", "H", "H", "H", "H", "H", "H", "H", "H", "H", "C", "C", "O", "C", "H", "H", "H", "H", "H", "H", "C", "C", "O", "C", "H", "H", "H", "H", "H", "H", "C", "C", "O", "C", "H", "H", "H", "H", "H", "H", "C", "C", "O", "C", "H", "H", "H", "H", "H", "H", "C", "C", "O", "C", "H", "H", "H", "H", "H", "H", "C", "C", "O", "C", "H", "H", "H", "H", "H", "H", "C", "C", "O", "C", "H", "H", "H", "H", "H", "H", "C", "C", "O", "C", "H", "H", "H", "H", "H", "H", "C", "C", "O", "C", "H", "H", "H", "H", "H", "H", "C", "C", "O", "C", "H", "H", "H", "H", "H", "H", "C", "C", "O", "C", "H", "H", "H", "H", "H", "H", "C", "C", "O", "C", "H", "H", "H", "H", "H", "H", "C", "C", "O", "C", "H", "H", "H", "H", "H", "H"],
  "positions_angstrom": [[-3.6054, 2.9421, 1.3045], [-2.5914, 2.3279, 2.4369], [-1.4325, 1.3151, 1.8442], [0.1994, 2.3835, 1.4019], [-2.0607, 0.4666, 0.5680], [-1.4905, 0.6379, -0.9947], [-2.1692, -0.2457, -2.2374], [-3.4313, -1.2286, -1.8508], [-4.0235, -1.4226, -0.3135], [-3.2990, -0.5665, 0.9272], [-3.9004, -0.8347, 2.4431], [-3.1965, -0.8108, 3.5775], [-5.5291, -1.2112, 2.5007], [-6.4080, -0.6592, 4.0636], [-6.2242, -1.9432, 1.3668], [-7.6610, -2.2171, 1.5221], [-8.4521, -1.7394, 0.3775], [-9.0604, -0.2250, 0.5340], [-9.0142, 0.3857, 2.0592], [-8.3979, 0.8981, -0.4598], [-9.2928, 1.0419, -1.8598], [-6.7885, 0.7323, -0.7238], [-5.2887, -2.4044, 0.0805], [-5.5386, -3.5368, -0.6168], [-4.3691, 3.6469, 1.8920], [-4.2868, 2.1365, 0.7678], [-3.0712, 3.6438, 0.5117], [-2.0166, 3.2306, 2.9334], [-3.2350, 1.8000, 3.2917], [-1.1582, 0.5597, 2.6948], [-0.5827, 1.3519, -1.2734], [-1.7076, -0.1133, -3.3089], [-3.9086, -1.8510, -2.7435], [-9.3948, -2.4680, 0.3029], [-7.9128, -1.8201, -0.6641], [-10.2166, -0.2836, 0.2419], [-9.7766, 1.2714, 2.1534], [-9.1205, -0.4401, 2.8899], [-7.9236, 0.8477, 2.1932], [-8.5361, 1.9486, 0.0901], [-9.5415, 2.2010, -2.0021], [-8.6758, 0.6186, -2.7597], [-10.3341, 0.5045, -1.7896], [-6.1552, 0.6730, 0.2753], [-6.4001, 1.7087, -1.2891], [-6.5904, -0.2019, -1.4089], [-3.1864, 4.6951, 5.7565], [-2.9152, 5.4827, 4.5027], [-2.6763, 4.9209, 3.4349], [-2.9477, 6.9841, 4.6058], [-3.1300, 3.6246, 5.5320], [-2.4361, 4.9335, 6.5146], [-4.1887, 4.9222, 6.1284], [-2.1867, 7.3245, 5.3125], [-3.9394, 7.3131, 4.9263], [-2.7342, 7.4199, 3.6239], [-1.5848, 0.8546, -7.1231], [-0.3701, 0.5685, -6.2813], [-0.4427, 0.5095, -5.0548], [0.9367, 0.3572, -6.9979], [-2.4554, 0.9849, -6.4715], [-1.4334, 1.7749, -7.6930], [-1.7751, 0.0161, -7.7978], [1.2003, 1.2553, -7.5621], [0.8586, -0.5035, -7.6669], [1.7253, 0.1602, -6.2639], [0.0801, -3.7146, -10.2031], [-0.6183, -2.4042, -9.9564], [0.0166, -1.3661, -9.7768], [-2.1235, -2.4127, -9.9381], [1.1638, -3.5567, -10.1887], [-0.1799, -4.4279, -9.4167], [-0.2032, -4.1080, -11.1826], [-2.4815, -3.0679, -9.1400], [-2.5049, -2.7480, -10.9059], [-2.4899, -1.3980, -9.7495], [-0.1209, 3.0477, 9.9485], [-1.4126, 2.7706, 9.2270], [-2.3748, 3.5304, 9.3257], [-1.4816, 1.5281, 8.3800], [-0.2167, 3.9768, 10.5203], [0.1001, 2.2317, 10.6413], [0.6908, 3.1637, 9.2258], [-1.3213, 0.6445, 9.0030], [-0.7306, 1.5765, 7.5875], [-2.4729, 1.4573, 7.9197], [2.2688, 0.5486, -1.8549], [3.6318, 0.3110, -1.2618], [4.3675, -0.5779, -1.6878], [4.0600, 1.2033, -0.1275], [2.0950, -0.1690, -2.6638], [1.5010, 0.4064, -1.0901], [2.2136, 1.5596, -2.2662], [3.3720, 1.0902, 0.7141], [4.0847, 2.2434, -0.4620], [5.0649, 0.9165, 0.2002], [6.9369, -1.5279, -3.0941], [8.0520, -2.5047, -2.8325], [9.2303, -2.1812, -2.9730], [7.6697, -3.8925, -2.3921], [7.3614, -0.5672, -3.4045], [6.2955, -1.9024, -3.8960], [6.3552, -1.3749, -2.1815], [7.0611, -4.3722, -3.1626], [7.1208, -3.8447, -1.4482], [8.5764, -4.4877, -2.2405], [-2.2312, 6.3279, 12.0156], [-0.8682, 6.0904, 12.6087], [-0.1325, 5.2015, 12.1827], [-0.4400, 6.9826, 13.7430], [-2.4050, 5.6104, 11.2067], [-2.9990, 6.1857, 12.7804], [-2.2864, 7.3390, 11.6043], [-1.1280, 6.8695, 14.5846], [-0.4153, 8.0228, 13.4085], [0.5649, 6.6959, 14.0707], [4.7461, 3.8091, 9.2555], [3.8697, 3.2317, 8.1764], [2.6710, 3.5004, 8.1155], [4.5167, 2.3129, 7.1747], [4.1445, 4.4531, 9.9057], [5.1724, 3.0034, 9.8587], [5.5411, 4.4100, 8.8066], [4.9326, 1.4407, 7.6852], [5.3013, 2.8472, 6.6332], [3.7640, 1.9724, 6.4557], [4.0699, -6.5037, -5.1524], [3.2184, -5.2872, -5.3992], [2.5195, -5.1906, -6.4067], [3.2548, -4.1935, -4.3655], [3.9434, -7.2092, -5.9805], [5.1227, -6.2151, -5.0965], [3.7596, -6.9927, -4.2256], [4.2711, -3.8020, -4.2746], [2.9080, -4.5796, -3.4037], [2.5918, -3.3788, -4.6757], [10.7461, -3.9625, -5.2654], [9.8697, -4.5399, -6.3445], [8.6710, -4.2712, -6.4055], [10.5167, -5.4587, -7.3462], [10.1445, -3.3184, -4.6152], [11.1724, -4.7681, -4.6622], [11.5411, -3.3616, -5.7143], [10.9326, -6.3309, -6.8357], [11.3013, -4.9244, -7.8878], [9.7640, -5.7992, -8.0653], [-6.3848, 2.2326, 11.9799], [-5.1701, 1.9466, 12.8218], [-5.2427, 1.8875, 14.0482], [-3.8633, 1.7353, 12.1051], [-7.2554, 2.3630, 12.6315], [-6.2334, 3.1529, 11.4100], [-6.5751, 1.3941, 11.3053], [-3.5997, 2.6334, 11.5409], [-3.9414, 0.8746, 11.4362], [-3.0747, 1.5383, 12.8391], [-4.0629, 2.7041, -9.9242], [-5.0095, 1.5474, -9.7448], [-4.7589, 0.4385, -10.2143], [-6.2744, 1.7999, -8.9687], [-3.1938, 2.3752, -10.5038], [-4.5611, 3.5109, -10.4679], [-3.7195, 3.0578, -8.9488], [-6.8709, 2.5662, -9.4698], [-6.0293, 2.1132, -7.9507], [-6.8604, 0.8759, -8.9195], [12.3463, -9.4905, -9.1169], [12.3524, -8.6711, -7.8542], [11.3197, -8.1678, -7.4146], [13.6706, -8.4916, -7.1498], [11.3273, -9.5348, -9.5159], [12.9947, -9.0261, -9.8642], [12.6821, -10.5080, -8.9012], [14.3779, -7.9827, -7.8095], [14.0653, -9.4646, -6.8465], [13.5230, -7.8786, -6.2543]],
  "forces_ev_per_a": [[-0.802, 0.702, 0.603], [0.262, 0.481, -0.080], [-2.399, -1.217, 0.174], [-0.903, -0.778, 0.013], [-0.643, -1.719, -2.014], [-3.128, -2.880, 0.292], [-1.396, 0.107, 5.273], [1.386, 1.192, 1.892], [2.685, 2.411, -0.136], [0.545, 0.030, -3.230], [2.107, -0.371, 3.574], [-4.198, 0.147, -7.061], [-0.716, -1.483, -2.927], [1.585, -1.140, -2.644], [1.119, 2.291, 3.456], [3.541, 0.961, -1.942], [-2.000, 0.023, -1.361], [-0.701, 0.689, 0.394], [1.308, -0.084, -0.330], [-0.531, 0.822, 0.217], [0.352, 0.612, 0.377], [-0.233, 0.666, -0.340], [-0.540, -4.069, -3.065], [1.300, 7.303, 4.394], [1.726, -1.473, -1.249], [1.696, 1.558, 1.022], [-0.964, -1.714, 1.638], [-1.385, -2.288, -1.117], [1.531, 0.908, -1.993], [-0.298, 1.446, -1.842], [-2.289, -1.644, 0.991], [-1.195, -0.404, 2.192], [1.003, 1.421, 2.334], [2.262, 1.446, 0.397], [-0.695, -0.012, 2.242], [2.543, -0.054, 0.563], [1.362, -1.903, -0.103], [-0.088, 1.765, -1.705], [-2.352, -0.945, -0.148], [0.310, -2.326, -1.036], [0.717, -2.602, -0.015], [-1.327, 0.899, 1.543], [2.158, 0.878, -0.079], [-1.488, -0.071, -2.042], [-0.848, -2.208, 1.089], [-0.195, 1.823, 1.376], [0.093, -0.409, -0.283], [0.260, -0.644, -1.152], [-0.397, 1.461, 1.501], [0.110, 0.094, -0.513], [-0.015, 0.228, 0.047], [-0.227, 0.077, 0.105], [0.164, 0.093, 0.163], [-0.206, 0.017, 0.110], [0.142, 0.024, 0.186], [-0.046, -0.123, 0.211], [-0.372, 0.001, 0.410], [0.102, -0.067, 1.183], [-0.001, 0.016, -1.160], [0.204, -0.117, 0.519], [0.187, -0.016, -0.087], [0.044, -0.196, -0.169], [0.145, 0.196, -0.167], [-0.083, -0.177, -0.186], [-0.020, 0.254, -0.189], [-0.196, 0.073, -0.113], [0.487, 0.226, 0.027], [0.734, 1.104, 0.173], [-0.758, -1.139, -0.137], [0.006, 0.538, 0.131], [-0.257, -0.031, 0.021], [-0.085, -0.059, -0.182], [-0.119, -0.123, 0.153], [-0.037, -0.132, -0.198], [-0.053, -0.143, 0.162], [0.029, -0.216, -0.109], [-0.325, 0.490, -0.002], [-0.639, 0.799, 0.288], [0.801, -0.733, -0.169], [-0.576, 0.098, -0.204], [0.024, -0.397, -0.180], [0.132, -0.054, -0.143], [0.021, -0.244, 0.085], [0.199, 0.032, -0.120], [0.090, -0.146, 0.169], [0.190, 0.001, 0.089], [0.084, -0.417, -0.350], [0.811, -1.031, -0.514], [-1.004, 1.073, 0.586], [0.469, -0.235, 0.075], [0.035, 0.169, 0.169], [0.043, 0.212, -0.001], [-0.132, 0.014, 0.178], [-0.077, 0.214, -0.100], [-0.192, -0.019, 0.137], [-0.214, 0.050, -0.097], [0.443, 0.210, 0.010], [1.263, 0.609, -0.338], [-1.327, -0.386, 0.312], [0.469, -0.200, 0.061], [-0.053, -0.233, 0.049], [-0.127, -0.024, 0.200], [-0.113, -0.135, -0.264], [-0.119, 0.062, 0.136], [-0.156, -0.035, -0.158], [-0.182, 0.138, -0.048], [0.034, -0.412, -0.369], [0.864, -1.089, -0.534], [-0.862, 1.296, 0.768], [0.479, -0.223, 0.078], [0.059, 0.111, 0.133], [0.017, 0.232, -0.017], [-0.122, 0.013, 0.201], [-0.045, 0.204, -0.097], [-0.188, -0.021, 0.135], [-0.229, 0.048, -0.089], [-0.379, 0.278, 0.234], [-1.529, 0.347, -0.077], [1.533, -0.344, 0.029], [-0.432, -0.092, -0.271], [0.111, -0.158, -0.161], [0.170, 0.085, -0.132], [0.101, -0.197, 0.075], [0.182, 0.131, -0.063], [0.107, -0.148, 0.145], [0.156, 0.093, 0.176], [-0.114, -0.246, -0.409], [-0.921, 0.147, -1.335], [0.851, -0.128, 1.259], [-0.317, 0.288, -0.242], [0.019, 0.185, 0.178], [-0.056, -0.047, 0.194], [0.195, 0.101, 0.051], [-0.038, -0.107, 0.199], [0.231, 0.040, 0.029], [0.152, -0.192, 0.056], [-0.484, 0.283, 0.216], [-1.267, 0.311, -0.273], [1.245, -0.307, 0.178], [-0.514, 0.178, -0.028], [0.243, -0.183, -0.167], [0.182, 0.063, -0.127], [0.112, -0.195, 0.058], [0.042, 0.403, -0.128], [0.131, -0.087, 0.128], [0.170, 0.045, 0.178], [-0.347, 0.059, 0.366], [-0.013, -0.131, 1.640], [0.062, 0.105, -1.542], [0.259, -0.028, 0.420], [0.216, -0.041, -0.119], [0.027, -0.184, -0.164], [0.085, 0.179, -0.136], [-0.043, -0.165, -0.214], [-0.002, 0.190, -0.161], [-0.202, 0.040, -0.126], [0.357, -0.248, -0.275], [0.335, -1.489, -0.623], [-0.288, 1.395, 0.628], [-0.188, -0.473, -0.040], [-0.205, 0.045, 0.128], [0.024, 0.071, 0.223], [-0.151, 0.168, -0.070], [0.086, 0.101, 0.193], [-0.078, 0.193, -0.105], [0.156, 0.202, -0.028], [-0.504, 0.072, -0.096], [-1.301, 0.573, 0.537], [1.439, -1.181, -0.600], [-0.193, 0.295, 0.375], [0.229, 0.026, 0.115], [0.110, -0.191, 0.073], [0.171, 0.108, -0.111], [0.071, -0.220, 0.012], [0.128, 0.077, -0.174], [0.018, -0.141, -0.203]],
  "mulliken_charge": [-0.763, 0.012, -0.189, -0.179, 0.316, -0.599, -0.403, -0.654, 0.272, 0.270, 0.232, -0.564, 0.159, -0.138, 0.396, -0.442, -0.641, 0.251, -1.081, 0.167, -1.129, -0.381, 0.240, -0.572, 0.286, 0.016, 0.216, 0.319, 0.092, 0.436, 0.392, 0.392, 0.288, 0.313, 0.194, 0.450, 0.358, 0.275, 0.126, 0.348, 0.260, 0.274, 0.309, -0.394, 0.445, 0.142, -0.863, 0.799, -0.539, -1.253, 0.140, 0.263, 0.368, 0.341, 0.347, 0.305, -0.713, 0.678, -0.561, -0.916, 0.319, 0.313, 0.028, 0.349, 0.187, 0.247, -1.154, 0.899, -0.594, -0.830, 0.296, 0.318, 0.351, 0.316, 0.388, 0.005, -0.408, 0.988, -0.586, -1.313, -0.031, 0.392, 0.067, 0.378, 0.351, 0.307, -0.699, 0.596, -0.509, -1.038, 0.252, 0.142, 0.383, 0.247, 0.319, 0.302, -1.072, 0.978, -0.648, -0.970, 0.326, 0.256, 0.319, 0.121, 0.393, 0.319, -0.846, 0.852, -0.575, -1.204, 0.084, 0.311, 0.331, 0.326, 0.318, 0.319, -1.073, 0.837, -0.579, -1.107, 0.269, 0.327, 0.335, 0.332, 0.342, 0.272, -1.054, 0.831, -0.569, -0.609, 0.293, 0.265, 0.317, 0.002, 0.326, 0.210, -0.701, 0.785, -0.605, -0.937, -0.020, 0.284, 0.356, 0.224, 0.365, 0.294, -1.048, 0.730, -0.579, -0.727, 0.303, 0.294, 0.308, 0.066, 0.338, 0.305, -1.085, 0.880, -0.562, -1.107, 0.266, 0.392, 0.274, 0.341, 0.312, 0.297, -1.136, 0.870, -0.575, -1.094, 0.286, 0.333, 0.344, 0.317, 0.349, 0.272],
  "e_above_lowest_kcal_mol": 206.5,
  "total_charge": 0,
  "largest_force_ev_per_a": 8.622,
  "mol_weight_g_mol": 1168.78,
  "e_homo_ev": -8.84
}